Entry 1:
The following is a DFT calculation (wB97M-V/def2-TZVPD) of a 2-piece molecular cluster, C7H9N overall at a distorted geometry.

Values from the calculation:
DFT total energy ... -326.780410 Ha
Kohn-Sham gap ... 10.27 eV
ΔE to the lowest compared entry with this formula, charge and spin ... 290.3 kJ/mol
E_HOMO ... -9.487 eV
Max |F| ... 4.924 eV Å⁻¹
SMILES ... c1ccncc1.C=C

The geometry in XYZ format:
```
17
Properties=species:S:1:pos:R:3:forces:R:3:mulliken_charge:R:1
C 2.267 1.214 -0.209 -0.4 -1.7 0.2 -0.419
C 0.679 -0.360 0.887 -2.9 -0.6 1.7 -0.169
N 2.434 -1.162 -0.543 -0.6 -1.6 1.8 -0.556
H -2.301 -1.316 0.129 -0.1 0.1 -0.6 0.222
H 3.949 0.057 -1.196 -0.1 0.1 -0.4 0.386
H -3.952 1.208 -0.647 0.1 -1.1 -0.1 0.237
H 0.954 -2.358 0.334 0.2 -1.2 0.1 0.377
H -1.495 0.351 -0.261 -2.7 -1.4 -0.5 -0.004
H -4.600 -0.581 -0.292 0.8 0.9 -0.4 0.225
C -3.747 0.127 -0.466 0.8 -0.2 0.6 -0.442
H -0.352 -0.336 1.548 3.0 -1.0 -1.6 0.397
C 1.099 0.875 0.571 2.8 4.1 0.0 -0.027
H 0.674 1.654 1.215 -0.2 0.3 -0.9 0.335
C 1.372 -1.387 0.319 0.8 0.8 -2.4 -0.403
C 2.983 0.018 -0.712 -2.3 2.7 1.3 -0.232
C -2.486 -0.321 -0.286 1.0 1.7 0.9 -0.223
H 2.522 2.317 -0.391 -0.1 -2.0 0.3 0.297
```
Forces are in eV/Å.


Entry 2:
The following is a DFT calculation (wB97M-V/def2-TZVPD) of a 9-piece molecular cluster, C21H58NO11PS overall at a distorted geometry.

Values from the calculation:
DFT total energy ... -2456.675189 Ha
Kohn-Sham gap ... 9.48 eV
E_HOMO ... -8.985 eV
Max |F| ... 6.570 eV Å⁻¹
SMILES ... CCN[C@@]1([PH2]=S)COC(=O)O1.CCO.CCO.CCO.CCO.CCO.CCO.CCO.CCO

The geometry in XYZ format:
```
93
Properties=species:S:1:pos:R:3:forces:R:3:mulliken_charge:R:1
C 2.431 -3.312 3.347 0.0 0.1 0.1 -0.974
H 8.152 -4.226 3.237 0.0 0.1 0.0 0.338
O 1.439 5.160 -0.596 2.1 -2.0 2.7 -0.408
H 2.891 -2.667 2.594 0.1 -0.2 0.0 0.253
H 0.243 3.314 -1.007 0.8 1.4 0.9 -0.193
O -2.021 -5.465 2.387 0.0 -0.2 0.2 -0.490
O 1.227 5.054 1.699 2.2 -0.8 -1.5 -0.463
H -2.498 -11.436 1.446 0.3 0.1 0.0 0.301
H -2.390 2.439 2.146 1.1 0.6 -1.5 0.333
H -1.788 -0.639 -3.648 0.0 0.1 0.0 0.286
C 1.354 -4.178 2.726 0.4 0.2 -0.1 -0.192
H -3.094 -9.551 2.825 0.0 0.1 -0.1 0.323
H -4.128 -7.382 -3.349 0.1 -0.1 -0.1 0.257
H 0.231 8.591 -1.526 0.2 0.0 0.1 0.079
H 7.839 -2.963 2.025 0.1 -0.1 0.0 0.325
H 1.774 -4.829 1.952 0.1 -0.1 0.1 0.273
H 0.020 10.075 0.497 0.1 0.0 -0.1 0.282
H -0.606 1.855 -2.304 0.1 0.0 -0.2 -0.046
H 1.849 2.609 3.282 -0.2 0.5 -0.9 0.138
H -5.725 -6.319 -4.979 0.1 -0.1 0.0 0.332
P 1.667 2.463 1.856 -0.1 -1.6 0.1 0.116
C -2.933 3.537 0.273 -0.5 -0.8 -0.9 -0.690
H 0.974 7.341 -0.514 -0.3 0.1 0.0 0.159
O 0.346 -3.362 2.140 -0.4 -0.1 -0.2 -0.502
H 1.716 9.622 0.218 -0.1 0.0 0.0 0.259
H -3.001 -5.612 -0.822 0.1 0.0 0.0 0.104
H -1.259 2.097 0.707 -0.6 1.2 1.0 -0.096
O -2.274 0.928 -1.542 0.0 0.0 0.1 -0.511
H -1.246 4.883 1.849 0.6 -0.6 -0.3 0.320
H 5.821 -5.096 2.913 -0.1 0.1 -0.1 0.279
H -1.430 -9.526 3.391 0.0 0.1 -0.1 0.282
C 1.250 11.279 -3.256 0.2 0.2 0.3 -0.316
C -0.947 -0.028 -3.312 0.1 -0.1 -0.2 -1.148
C -2.951 -5.330 1.322 0.5 0.1 -0.1 -0.388
C -2.091 -9.180 2.592 0.0 0.2 0.1 -0.822
H -0.311 0.201 -4.171 0.0 -0.1 0.1 0.362
H -0.375 -0.633 -2.603 0.1 0.1 -0.1 0.308
H 3.210 -3.927 3.806 0.0 0.1 -0.1 0.266
C -3.904 -6.420 -3.820 -0.4 0.0 -0.1 -0.175
C -1.625 -9.707 1.249 -0.4 -0.1 0.3 -0.155
H 0.769 -2.816 1.463 -0.1 -0.1 0.2 0.250
H -2.290 -9.374 0.446 0.1 0.2 0.0 0.179
H -0.615 -9.353 1.030 -0.1 -0.2 0.0 0.273
H -1.277 -4.875 2.201 -0.1 0.1 0.0 0.267
H 1.093 12.311 -3.587 0.1 0.0 -0.2 0.304
C -1.819 2.924 1.262 -1.5 -0.3 0.3 -0.084
C 0.279 8.182 -0.513 0.0 0.4 0.0 0.172
C 0.726 9.239 0.477 0.1 0.0 0.1 -1.100
H 2.004 -2.656 4.110 0.0 -0.1 0.0 0.306
H 0.760 8.827 1.489 0.1 0.0 -0.1 0.363
H 2.989 11.702 -2.045 0.0 0.1 -0.1 0.320
O 3.464 5.305 0.751 -6.5 -0.1 -0.5 -0.539
H -1.431 -5.066 -0.190 -0.1 0.1 0.0 0.282
H 2.995 2.639 1.290 -1.1 0.8 0.4 0.105
H -2.032 1.835 -3.358 -0.1 0.0 0.2 0.342
H -2.110 -8.087 2.597 0.0 0.0 0.1 0.140
H 3.361 11.235 -3.720 0.0 0.0 0.1 0.354
S 1.111 0.654 1.377 -0.2 0.1 0.0 -0.360
H -1.743 0.411 -0.919 -0.1 0.1 -0.1 0.265
H -3.311 -4.296 1.298 -0.2 0.0 -0.1 0.334
H 0.883 -4.806 3.486 -0.1 0.1 -0.1 0.308
C 2.697 11.047 -2.872 0.1 -0.1 -0.1 -0.946
H -2.826 -6.356 -3.979 -0.1 0.1 0.2 0.282
H 6.714 -5.121 1.381 0.1 -0.1 0.1 0.265
C 0.367 4.190 -0.283 -1.4 0.9 0.1 0.459
H -4.359 -7.071 -5.832 -0.1 0.0 0.0 0.338
C -2.296 -5.706 0.008 -0.1 -0.1 -0.2 -0.493
C -4.643 -6.277 -5.136 0.0 0.0 -0.2 -1.088
H -1.621 8.439 -0.166 0.1 -0.2 0.0 0.309
O -1.600 -11.130 1.260 0.1 -0.2 -0.1 -0.538
H -2.745 4.617 -0.057 -0.1 -1.5 0.6 0.222
H -4.008 3.466 0.701 1.9 0.2 -0.5 0.310
H 0.957 10.609 -4.066 -0.1 0.0 0.2 0.279
H -2.948 2.850 -0.675 0.0 1.5 1.7 0.107
C 6.296 -4.470 2.155 0.2 0.3 -0.2 -0.232
H -5.235 -5.443 -2.788 0.2 0.1 0.0 0.280
H 2.844 10.019 -2.531 0.0 0.1 -0.1 0.207
H -4.424 -5.310 -5.596 0.1 -0.1 0.0 0.271
H -3.801 -5.986 1.527 0.1 0.0 0.1 0.287
N -0.873 3.922 1.852 1.3 -1.3 0.0 -0.394
O -1.010 7.690 -0.156 -0.2 -0.3 0.1 -0.498
C 7.376 -3.608 2.778 0.1 0.0 0.2 -1.034
C -1.443 1.243 -2.653 0.1 -0.4 0.1 0.154
O 5.291 -3.650 1.569 -0.2 0.0 -0.1 -0.456
H 5.717 -3.106 0.893 -0.1 -0.1 0.2 0.265
H -0.563 4.863 -0.304 1.2 -1.4 -0.2 0.098
O -4.281 -5.375 -2.931 0.0 0.1 0.2 -0.512
H 0.659 11.626 -1.434 -0.1 -0.2 -0.2 0.282
O 0.400 11.023 -2.144 -0.2 0.0 0.1 -0.480
H -1.928 -6.736 0.044 -0.1 0.0 0.0 0.122
C 0.492 3.835 1.286 -1.0 3.0 -1.1 0.420
H 6.950 -2.951 3.541 0.0 -0.1 0.0 0.264
C 2.212 5.204 0.634 2.1 0.3 -0.4 0.562
```
Forces are in eV/Å.


Entry 3:
The following is a DFT calculation (wB97M-V/def2-TZVPD) of a single C6H10O2 molecule at a distorted geometry.

Values from the calculation:
DFT total energy ... -384.747472 Ha
Kohn-Sham gap ... 9.08 eV
ΔE to the lowest compared entry with this formula, charge and spin ... 931.9 kJ/mol
E_HOMO ... -8.315 eV
Max |F| ... 8.129 eV Å⁻¹
SMILES ... C[C@H]1O[C@@H]2[C@H](C)[C@H]2O1

The geometry in XYZ format:
```
18
Properties=species:S:1:pos:R:3:forces:R:3:mulliken_charge:R:1
C -1.692 0.197 0.486 1.0 2.9 0.1 0.215
C 0.419 0.740 0.329 1.1 0.4 -0.2 0.061
C 0.285 -0.651 -0.189 -7.1 -3.5 1.7 0.344
C 1.530 -0.126 -0.302 5.8 3.4 -3.2 -0.221
H -3.365 -0.557 0.427 -0.5 -2.0 -1.6 0.304
H -2.097 0.817 1.433 1.0 -1.9 -1.5 0.271
O -0.864 -0.901 0.703 0.1 -3.0 2.0 -0.373
H 3.390 -1.066 -0.337 0.3 2.5 2.0 0.267
H -3.320 0.735 -0.568 0.5 -0.7 -1.4 0.323
H -0.314 -0.647 -1.101 1.3 -0.5 -0.4 -0.041
C 3.087 0.011 0.158 -0.2 -1.3 -0.8 -0.922
H 1.456 -0.307 -1.538 1.4 1.5 3.1 0.204
H -2.218 -0.733 -1.198 -1.0 -0.9 -1.0 0.355
H 3.713 0.857 -0.475 -2.1 -2.1 1.6 0.266
H 0.304 0.459 1.458 1.2 1.5 -1.9 0.198
H 3.233 0.218 1.359 -0.3 -1.0 -3.3 0.245
O -0.791 1.178 -0.205 -0.8 1.5 1.3 -0.388
C -2.756 -0.224 -0.441 -1.7 3.2 3.5 -1.108
```
Forces are in eV/Å.